This record from the Open Molecules 2025 dataset describes C17H28N2O5S2 in the gas phase. The level of theory is the ωB97M-V functional and the def2-TZVPD basis.

Structure (ORCA input):
```
! wB97M-V def2-TZVPD RIJCOSX def2/J DEFGRID3
* xyz 0 1
C 2.60 -0.16 -4.82
H 2.45 0.90 -4.65
H 2.64 -0.34 -5.89
H 3.56 -0.45 -4.39
C 1.48 -0.98 -4.18
C 1.68 -2.47 -4.44
H 0.88 -3.06 -3.99
H 1.69 -2.67 -5.51
H 2.62 -2.80 -4.02
C 1.43 -0.69 -2.68
N 0.32 -1.34 -1.99
S 0.57 -2.86 -1.33
O -0.34 -3.79 -1.93
O 1.97 -3.15 -1.30
C 0.02 -2.49 0.33
C -1.32 -2.67 0.66
C -1.77 -2.23 1.90
C -0.88 -1.62 2.76
C 0.47 -1.50 2.46
C 0.92 -1.94 1.22
H 1.95 -1.85 0.93
H 1.13 -1.05 3.18
S -1.51 -0.79 4.22
O -2.61 -1.52 4.77
O -0.40 -0.43 5.05
N -2.14 0.61 3.60
H -3.08 0.51 3.26
C -1.27 1.48 2.84
C -1.52 2.95 3.17
H -1.36 3.12 4.24
C -0.55 3.80 2.35
O -0.69 3.59 0.97
C -0.51 2.24 0.53
C -0.93 2.24 -0.94
H -0.27 2.89 -1.51
H -0.87 1.23 -1.34
H -1.94 2.62 -1.04
C 0.95 1.79 0.63
H 1.28 1.70 1.66
H 1.59 2.52 0.14
H 1.07 0.83 0.15
C -1.43 1.30 1.32
H -1.23 0.27 1.02
H -2.47 1.53 1.06
H -0.76 4.87 2.49
H 0.48 3.60 2.68
H -2.54 3.22 2.92
H -0.27 1.20 3.16
H -2.80 -2.34 2.20
H -1.97 -3.15 -0.05
H -0.53 -1.33 -2.53
H 1.34 0.39 -2.51
H 2.33 -1.05 -2.20
H 0.52 -0.66 -4.62
*
```

Output
LUMO level: -0.04 eV
highest occupied orbital energy: -0.3621 hartree
energy above the lowest of the compared OMol25 structures with the same formula, charge and spin: 0.0 kcal/mol
structure (SMILES): CC(C)CNS(=O)(=O)c1ccc(S(=O)(=O)N[C@@H]2CCOC(C)(C)C2)cc1
F_max: 0.93 eV Å⁻¹

Here are the Mulliken charges for atoms 1 to 4, given in e:
1 C -1.648
2 H 0.394
3 H 0.431
4 H 0.376